# 1
This record from the OMol25 dataset describes C9H10CaN2S as an isolated structure at a distorted geometry. The level of theory is ωB97M-V/def2-TZVPD.

Positions of all 23 atoms, in Å:
C -1.717 0.844 -1.620
C -1.306 -0.429 -2.081
C 0.062 -0.349 -2.458
C 0.500 0.995 -2.234
C -0.599 1.732 -1.712
Ca 0.203 -0.032 0.231
C -0.498 -2.570 0.645
C -1.490 -1.747 1.021
C -2.754 -1.536 1.385
N -1.117 0.692 1.741
H 0.662 -1.154 -2.881
H -1.942 -1.304 -2.166
H 1.490 1.389 -2.448
H -0.605 2.794 -1.465
H -2.725 1.117 -1.301
H -0.487 -3.040 -0.356
H -1.381 1.474 2.374
H 0.309 -2.888 1.333
H -3.467 -2.369 1.497
H -3.165 -0.536 1.588
S 2.875 0.690 0.317
C 3.687 1.241 1.626
N 4.331 1.642 2.539

* charge: -2
* LUMO (alpha / beta): 5.600 / 5.600 eV
* HOMO level (alpha / beta): 1.1190 / 1.1104 eV
* energy above the lowest of the compared OMol25 structures with the same formula, charge and spin: 253.5 kJ/mol

***

# 2
This record from the OMol25 dataset describes a 2-piece molecular cluster, C9H10ClF2IN2 overall at a distorted geometry. The level of theory is ωB97M-V/def2-TZVPD.

Positions of all 25 atoms, in Å:
C 1.020 1.084 -1.085
C 0.472 0.257 -0.225
C -1.569 -0.214 0.779
C 2.113 1.530 -1.946
C 0.732 2.149 -2.019
C -1.184 -1.511 1.332
C 0.213 -1.824 0.782
C 2.429 -0.712 0.590
C -3.668 0.487 0.896
N -0.896 0.496 0.077
N 1.041 -0.806 0.396
F -4.270 0.076 2.003
F -3.723 1.813 0.997
Cl -0.191 -2.888 -0.751
I -4.617 -0.341 -0.780
H 2.849 2.094 -1.439
H 2.367 0.784 -2.617
H 0.171 2.233 -2.907
H 0.821 3.106 -1.499
H -1.118 -1.285 2.396
H -2.018 -2.268 1.188
H 0.762 -2.429 1.490
H 2.986 -0.402 -0.265
H 2.377 0.119 1.354
H 2.899 -1.546 1.252

* charge: 0
* LUMO: 0.230 eV
* HOMO level: -8.1972 eV
* energy above the lowest of the compared OMol25 structures with the same formula, charge and spin: 394.3 kJ/mol

***

# 3
This record from the OMol25 dataset describes C9H10ClI2N4O2Ru as an isolated structure. The level of theory is ωB97M-V/def2-TZVPD.

Positions of all 29 atoms, in Å:
Ru -0.177 -1.062 -0.257
I -1.610 -3.032 0.764
C 0.136 -4.267 0.633
I 1.431 -3.129 -0.653
H -0.076 -5.220 0.156
H 0.635 -4.380 1.590
N 2.202 2.160 -1.270
C 1.913 1.911 -2.565
C 1.102 0.784 -2.588
N 0.924 0.374 -1.318
C 1.591 1.219 -0.515
C 1.452 0.942 0.869
N 0.633 -0.135 1.165
C 0.552 -0.233 2.552
C 1.323 0.747 3.071
N 1.869 1.464 2.007
H 2.772 2.935 -0.950
H 2.283 2.525 -3.372
H 0.661 0.298 -3.443
H -0.042 -0.976 3.054
H 1.533 1.006 4.098
H 2.480 2.267 2.115
Cl -3.304 1.647 -2.396
C -3.797 1.005 -0.828
C -2.974 -0.173 -0.403
O -3.351 -1.163 0.149
O -1.610 0.002 -0.707
H -4.836 0.687 -0.875
H -3.713 1.799 -0.084

* charge: +3
* LUMO (alpha / beta): -13.974 / -13.998 eV
* HOMO level (alpha / beta): -19.0426 / -19.0433 eV
* energy above the lowest of the compared OMol25 structures with the same formula, charge and spin: 11.3 kJ/mol

***

# 4
This record from the OMol25 dataset describes one molecule with the formula C9H10ClN3O2S2 at a distorted geometry. The level of theory is ωB97M-V/def2-TZVPD.

Positions of all 27 atoms, in Å:
C 1.562 2.358 1.180
C 0.223 1.666 1.561
N 0.474 0.253 1.708
C 0.265 -0.704 0.736
N -0.262 -1.746 1.282
S -0.730 -2.936 0.192
O 0.041 -4.089 0.460
O -2.185 -3.172 0.456
C -0.403 -2.306 -1.421
S -0.757 -3.273 -2.739
C 0.026 -2.059 -3.827
Cl 0.226 -2.262 -5.548
C 0.421 -0.955 -3.087
C 0.208 -1.189 -1.642
N 0.457 -0.367 -0.597
C -0.933 2.243 2.377
C -1.153 1.912 0.890
H 2.038 2.531 2.085
H 1.381 3.291 0.632
H 2.131 1.727 0.461
H 0.353 -0.073 2.647
H 1.060 -0.236 -3.506
H 0.918 0.480 -0.744
H -0.845 3.322 2.629
H -1.636 1.671 2.948
H -1.043 2.798 0.183
H -1.838 1.113 0.686

* charge: 0
* SMILES: CC1(NC2=NS(=O)(=O)c3sc(Cl)cc3N2)CC1
* LUMO: 0.253 eV
* HOMO level: -9.0082 eV